{
  "formula": "C7H10O3S",
  "method": "ωB97M-V/def2-TZVPD",
  "symbols": ["C", "C", "C", "C", "C", "C", "C", "O", "O", "O", "S", "H", "H", "H", "H", "H", "H", "H", "H", "H", "H"],
  "positions_angstrom": [[-0.732, -2.877, -0.399], [-0.244, -3.863, -1.407], [1.212, 0.483, 0.345], [0.126, 1.398, -0.215], [0.866, -0.962, -0.127], [-1.309, 1.082, 0.101], [-0.528, -1.353, 0.073], [0.493, -3.731, -0.321], [-0.484, -4.366, -2.419], [-3.050, -1.103, -0.419], [-1.798, -0.443, -0.862], [-1.503, -3.218, 0.254], [2.301, 0.834, 0.166], [1.064, 0.608, 1.411], [0.375, 2.391, 0.069], [0.271, 1.374, -1.258], [1.221, -1.078, -1.098], [1.321, -1.750, 0.436], [-1.567, 1.023, 1.163], [-1.999, 1.772, -0.201], [-0.752, -1.279, 1.170]],
  "atomic_forces_ev_per_a": [[-0.134, 1.498, 1.320], [-1.494, 3.846, 2.115], [-0.059, -0.399, 0.568], [0.964, 0.076, -0.128], [1.455, 1.432, 1.634], [0.110, -2.012, 0.849], [-1.225, -1.916, -1.349], [0.972, -1.545, -0.085], [0.731, -1.802, -1.849], [-0.290, 0.550, 0.034], [1.033, 0.058, 1.305], [-0.529, -0.858, 0.227], [-1.946, -0.671, -0.216], [0.311, -0.568, 0.622], [-0.085, 1.090, 0.345], [-0.149, 0.168, -1.707], [0.329, -0.250, -1.993], [1.301, -0.099, 0.510], [0.413, -0.748, 0.124], [-1.388, 2.346, -1.341], [-0.320, -0.197, -0.987]],
  "nbo_charge": [-0.0756, 0.8175, -0.3828, -0.4294, -0.4409, -0.5917, -0.4168, -0.4637, -0.4940, -0.9654, 1.2613, 0.2043, 0.2279, 0.1958, 0.2253, 0.2035, 0.2130, 0.2325, 0.2223, 0.2251, 0.2320],
  "gap_ev": 10.16,
  "relative_energy_ev": 1.9778,
  "fmax_ev_per_a": 4.6,
  "e_tot_ev": -24395.449
}